Below is a 8-piece molecular cluster, C56H122N6O8 overall at a distorted geometry, with properties calculated with ωB97M-V/def2-TZVPD.

Properties
ΔE to the lowest compared entry with this formula, charge and spin   48.6 kcal per mole
LUMO level   0.45 eV
SMILES   CC1(C)CCCC(C)(C)N1O.CC1(C)CCCC(C)(C)N1O.CC1(C)CCCC(C)(C)N1O.CC1(C)CCCC(C)(C)N1O.CC1(C)CCCC(C)(C)N1O.CC1(C)CCCC(C)(C)N1O.CO.CO
Net charge   0
M   1007.626 g/mol

```
192
C56H122N6O8 (ωB97M-V/def2-TZVPD)
C 9.193 -13.047 14.147
C 10.666 -13.237 14.520
C 11.511 -12.756 13.377
C 11.151 -12.587 15.807
C 10.435 -13.156 16.995
C 10.938 -14.542 17.183
C 10.678 -15.403 15.939
C 11.700 -16.538 16.013
C 9.307 -16.030 15.884
N 11.049 -14.672 14.741
O 10.813 -15.430 13.610
H 8.952 -13.605 13.273
H 8.475 -13.282 14.935
H 8.971 -11.999 13.888
H 10.874 -12.445 12.558
H 12.170 -11.891 13.617
H 12.065 -13.592 12.985
H 12.241 -12.725 15.958
H 11.035 -11.506 15.631
H 10.403 -12.482 17.872
H 9.414 -13.225 16.628
H 10.495 -15.086 17.995
H 12.025 -14.435 17.388
H 12.691 -16.042 16.062
H 11.671 -17.276 15.230
H 11.529 -17.109 16.959
H 9.261 -16.521 14.943
H 8.600 -15.204 16.053
H 9.285 -16.773 16.683
H 9.867 -15.489 13.560
C 15.123 -11.677 14.754
C 16.517 -11.590 14.110
C 16.353 -11.540 12.596
C 17.213 -10.327 14.606
C 17.708 -10.350 16.010
C 18.606 -11.560 16.158
C 17.966 -12.870 15.819
C 19.013 -13.990 15.730
C 16.873 -13.286 16.853
N 17.462 -12.734 14.406
O 16.849 -13.944 14.046
H 15.071 -11.470 15.817
H 14.526 -10.969 14.190
H 14.680 -12.684 14.618
H 15.752 -12.370 12.152
H 15.739 -10.643 12.358
H 17.364 -11.509 12.162
H 18.008 -10.037 13.920
H 16.419 -9.574 14.403
H 18.283 -9.478 16.261
H 16.892 -10.353 16.762
H 18.976 -11.621 17.176
H 19.461 -11.427 15.486
H 18.564 -14.984 15.617
H 19.574 -14.051 16.677
H 19.696 -13.856 14.914
H 17.251 -13.038 17.825
H 16.498 -14.297 16.677
H 16.015 -12.651 16.777
H 16.122 -14.044 14.700
C 14.012 -6.154 14.313
C 12.547 -6.476 14.755
C 11.713 -5.220 14.466
C 11.896 -7.714 14.089
C 12.656 -8.958 14.540
C 12.488 -9.111 16.031
C 13.049 -7.923 16.786
C 12.547 -8.027 18.246
C 14.553 -7.845 16.913
N 12.402 -6.735 16.207
O 12.896 -5.626 16.953
H 14.502 -5.661 15.141
H 14.606 -7.046 13.988
H 14.016 -5.396 13.552
H 12.225 -4.311 14.749
H 11.565 -5.225 13.366
H 10.730 -5.276 14.906
H 10.806 -7.759 14.253
H 12.035 -7.549 13.036
H 12.398 -9.864 13.980
H 13.679 -8.800 14.319
H 13.039 -9.967 16.407
H 11.395 -9.195 16.218
H 11.465 -7.907 18.206
H 12.985 -7.183 18.787
H 12.834 -8.988 18.685
H 14.836 -6.938 17.451
H 15.059 -7.867 15.950
H 14.940 -8.654 17.559
H 12.127 -5.174 17.281
C 8.225 -17.288 19.860
C 9.385 -17.204 20.879
C 8.958 -17.944 22.187
C 10.620 -17.821 20.252
C 11.870 -17.429 20.985
C 11.933 -15.908 21.113
C 10.729 -15.291 21.811
C 10.642 -15.488 23.362
C 10.901 -13.801 21.573
N 9.576 -15.707 21.038
O 8.468 -15.177 21.768
H 8.441 -16.812 18.909
H 8.069 -18.368 19.655
H 7.305 -16.945 20.335
H 9.826 -18.164 22.799
H 8.225 -17.425 22.799
H 8.466 -18.838 21.833
H 10.449 -18.891 20.255
H 10.675 -17.428 19.241
H 11.785 -17.776 22.027
H 12.765 -17.781 20.531
H 11.907 -15.391 20.126
H 12.799 -15.502 21.626
H 9.898 -16.203 23.628
H 10.388 -14.530 23.807
H 11.598 -15.831 23.767
H 10.032 -13.260 21.950
H 11.046 -13.560 20.496
H 11.778 -13.545 22.162
H 7.840 -14.897 21.091
C 19.418 -7.957 22.492
C 18.907 -7.253 21.188
C 19.379 -5.805 21.180
C 19.325 -8.024 19.913
C 18.515 -9.290 19.632
C 17.010 -9.033 19.679
C 16.655 -8.260 20.968
C 15.211 -7.757 20.879
C 16.670 -9.204 22.200
N 17.496 -7.075 21.083
O 17.114 -6.435 22.265
H 20.351 -7.441 22.739
H 18.729 -7.764 23.299
H 19.651 -9.013 22.376
H 19.238 -5.361 22.159
H 20.468 -5.781 20.974
H 18.870 -5.214 20.411
H 19.252 -7.293 19.076
H 20.377 -8.245 19.947
H 18.716 -9.601 18.608
H 18.938 -10.074 20.227
H 16.433 -9.936 19.620
H 16.740 -8.394 18.819
H 14.885 -7.181 21.748
H 14.551 -8.627 20.771
H 15.142 -7.078 20.013
H 15.888 -9.890 21.962
H 16.497 -8.629 23.116
H 17.633 -9.723 22.230
H 16.850 -5.556 22.005
C 14.787 -15.930 18.613
C 15.883 -16.100 19.630
C 15.494 -17.122 20.719
C 17.121 -16.541 18.873
C 18.368 -16.489 19.763
C 18.536 -15.064 20.190
C 17.360 -14.480 20.973
C 17.284 -15.028 22.411
C 17.406 -12.918 20.930
N 16.172 -14.746 20.104
O 15.010 -14.441 20.928
H 14.367 -16.894 18.309
H 13.909 -15.447 19.051
H 15.086 -15.299 17.752
H 14.650 -16.755 21.325
H 15.268 -17.992 20.120
H 16.374 -17.411 21.291
H 16.877 -17.515 18.452
H 17.248 -15.852 18.046
H 18.149 -17.120 20.637
H 19.255 -16.949 19.302
H 18.794 -14.496 19.270
H 19.389 -14.895 20.802
H 17.455 -16.127 22.482
H 16.313 -14.916 22.898
H 18.086 -14.508 22.932
H 18.356 -12.476 21.315
H 16.621 -12.479 21.502
H 17.300 -12.623 19.912
H 14.909 -13.481 20.806
C 10.715 -10.236 20.854
O 12.137 -10.280 21.141
H 10.549 -10.106 19.776
H 10.294 -11.209 21.212
H 10.246 -9.426 21.365
H 12.342 -9.333 21.230
C 13.672 -12.356 18.690
O 14.452 -11.716 19.703
H 13.632 -11.759 17.782
H 14.041 -13.353 18.499
H 12.632 -12.461 19.063
H 13.786 -11.169 20.132
```

Results of the Mulliken charge analysis, in e, for atoms 1 through 99: -2.022, 1.866, -1.206, 0.410, -1.730, 1.223, 1.323, -1.575, -1.960, 0.222, -0.456, 0.568, 0.343, 0.451, 0.387, -0.099, 0.304, -0.672, 0.067, -0.164, 0.922, -0.169, -0.571, 0.265, 0.487, 0.136, 0.737, 0.238, 0.404, 0.335, -0.974, 2.045, -2.104, -1.437, 0.931, -2.181, 2.716, -2.085, 0.007, 0.064, -0.525, -1.104, 0.552, 0.520, 0.282, 0.279, 0.512, 0.455, -0.227, 1.020, -0.672, 0.543, 0.463, 0.325, 0.327, 0.504, -0.628, 0.761, -1.035, 0.341, -1.668, 1.979, -2.183, -1.919, 0.901, -0.360, 2.379, -2.245, 0.117, -0.043, -0.521, 0.351, 0.171, 0.482, 0.432, 0.470, 0.477, 0.283, 0.586, -0.089, -0.485, -1.102, 0.668, 0.523, 0.607, -0.131, 0.523, 0.166, -0.526, 0.373, -1.892, 1.582, -2.063, -0.430, -1.190, -0.254, 1.762, -1.555, -1.926

Below is a 8-piece molecular cluster, C56H122N6O8 overall at a distorted geometry, with properties calculated with ωB97M-V/def2-TZVPD.

Properties
ΔE to the lowest compared entry with this formula, charge and spin   0.0 kcal per mole
Multiplicity   2
LUMO level (alpha / beta)   -2.35 / -6.35 eV
Net charge   +1
Expectation value of S²   0.75
M   1007.626 g/mol

```
192
C56H122N6O8 (ωB97M-V/def2-TZVPD)
C -4.387 -1.597 -0.010
O -4.445 -0.861 1.221
H -5.372 -1.571 -0.476
H -3.808 -1.002 -0.718
H -4.022 -2.588 0.257
H -3.685 -0.277 1.170
C -1.077 0.482 -0.169
O -2.257 0.791 0.609
H -0.285 0.483 0.580
H -1.037 -0.500 -0.639
H -0.817 1.275 -0.871
H -2.009 1.461 1.251
C 5.972 1.477 -3.813
C 4.912 0.785 -2.929
C 5.169 1.191 -1.412
C 4.469 2.504 -0.950
C 3.024 2.449 -1.403
C 2.808 2.263 -2.914
N 3.521 1.040 -3.396
O 3.206 0.511 -4.672
C 1.243 2.076 -3.229
C 3.251 3.555 -3.625
C 5.177 -0.716 -3.024
H 5.651 1.291 -4.838
H 6.983 1.069 -3.778
H 6.069 2.559 -3.727
H 4.932 0.417 -0.682
H 6.220 1.451 -1.283
H 4.987 3.326 -1.442
H 4.610 2.586 0.128
H 2.466 3.350 -1.148
H 2.516 1.687 -0.812
H 0.758 1.181 -2.839
H 0.686 2.909 -2.801
H 1.067 2.166 -4.301
H 4.333 3.612 -3.506
H 3.000 3.411 -4.676
H 2.745 4.466 -3.306
H 6.195 -1.036 -2.802
H 4.954 -1.139 -4.003
H 4.416 -1.266 -2.472
H 3.555 1.221 -5.216
C -1.315 4.274 0.755
C -2.166 4.640 2.063
C -3.344 5.532 1.588
C -4.279 5.865 2.742
C -4.904 4.561 3.233
C -3.920 3.393 3.503
N -2.790 3.365 2.552
O -1.862 2.387 2.814
C -3.405 3.604 4.946
C -4.724 2.082 3.397
C -1.295 5.404 3.081
H -1.837 3.583 0.093
H -0.351 3.830 1.003
H -1.123 5.175 0.172
H -2.950 6.478 1.217
H -3.748 5.063 0.690
H -5.025 6.621 2.499
H -3.744 6.330 3.570
H -5.606 4.228 2.468
H -5.587 4.785 4.053
H -2.480 3.038 5.060
H -3.309 4.648 5.243
H -4.115 3.162 5.645
H -4.110 1.235 3.701
H -5.582 2.083 4.069
H -5.156 1.934 2.408
H -0.396 4.822 3.283
H -1.765 5.634 4.038
H -0.907 6.297 2.592
H -1.282 2.701 3.512
C 2.475 5.134 4.670
C 2.718 3.710 4.078
C 4.233 3.407 4.219
C 4.651 2.017 3.979
C 3.808 0.996 4.822
C 2.239 1.246 4.712
N 1.981 2.704 4.870
O 0.609 2.942 5.078
C 1.840 0.663 3.392
C 1.673 0.398 5.890
C 2.294 3.646 2.579
H 1.472 5.528 4.507
H 3.183 5.803 4.181
H 2.586 5.119 5.754
H 4.853 4.070 3.615
H 4.570 3.653 5.226
H 5.694 1.938 4.284
H 4.459 1.730 2.946
H 4.244 1.006 5.820
H 4.000 0.020 4.378
H 2.506 0.853 2.550
H 1.622 -0.405 3.408
H 0.938 1.221 3.139
H 1.780 -0.678 5.755
H 2.104 0.664 6.855
H 0.631 0.642 6.098
H 2.725 2.794 2.054
H 2.487 4.526 1.966
H 1.224 3.499 2.428
H 0.602 3.363 5.941
C 3.256 -3.519 -4.580
C 2.366 -4.078 -3.494
C 3.129 -5.171 -2.716
C 2.562 -5.515 -1.368
C 2.393 -4.257 -0.515
C 1.520 -3.173 -1.269
N 2.063 -2.934 -2.624
O 1.483 -1.862 -3.265
C 0.062 -3.571 -1.333
C 1.688 -1.789 -0.553
C 1.180 -4.712 -4.238
H 2.889 -2.692 -5.188
H 3.472 -4.319 -5.288
H 4.191 -3.157 -4.151
H 3.306 -6.086 -3.280
H 4.124 -4.743 -2.594
H 3.253 -6.162 -0.827
H 1.612 -6.049 -1.365
H 3.371 -3.899 -0.193
H 1.921 -4.577 0.414
H -0.544 -2.838 -1.865
H -0.187 -4.554 -1.732
H -0.364 -3.595 -0.330
H 1.303 -1.905 0.461
H 2.733 -1.489 -0.478
H 1.163 -0.964 -1.035
H 0.364 -4.014 -4.425
H 0.804 -5.550 -3.651
H 1.478 -5.223 -5.154
H 2.171 -1.228 -3.049
C -4.577 1.049 -5.686
C -3.222 0.567 -5.232
C -3.654 -0.315 -4.017
C -2.549 -1.222 -3.507
C -2.050 -2.079 -4.639
C -1.569 -1.304 -5.887
N -2.566 -0.227 -6.225
O -2.304 0.489 -7.375
C -0.208 -0.754 -5.569
C -1.465 -2.254 -7.149
C -2.327 1.793 -4.798
H -5.107 0.190 -6.098
H -4.536 1.708 -6.553
H -5.217 1.554 -4.962
H -4.043 0.265 -3.180
H -4.464 -0.998 -4.272
H -2.924 -1.774 -2.645
H -1.817 -0.612 -2.979
H -2.748 -2.864 -4.929
H -1.211 -2.655 -4.251
H 0.011 0.033 -6.291
H -0.123 -0.340 -4.565
H 0.518 -1.529 -5.816
H -0.905 -3.138 -6.843
H -2.338 -2.688 -7.636
H -0.805 -1.755 -7.859
H -2.906 2.379 -4.085
H -2.096 2.490 -5.604
H -1.394 1.455 -4.348
H -2.782 0.035 -8.074
C -3.747 -5.126 1.631
C -2.812 -4.933 2.836
C -1.496 -5.617 2.394
C -0.288 -5.102 3.281
C -0.309 -3.541 3.156
C -1.566 -2.790 3.639
N -2.729 -3.406 3.020
O -3.917 -2.795 3.298
C -1.510 -2.713 5.209
C -1.394 -1.316 3.124
C -3.350 -5.701 4.044
H -4.708 -4.862 2.073
H -3.746 -6.184 1.371
H -3.393 -4.555 0.773
H -1.603 -6.682 2.600
H -1.178 -5.376 1.380
H 0.592 -5.454 2.742
H -0.323 -5.454 4.312
H -0.168 -3.317 2.099
H 0.512 -3.125 3.741
H -2.502 -2.525 5.621
H -1.291 -3.716 5.577
H -0.709 -2.065 5.564
H -0.543 -0.870 3.639
H -1.360 -1.330 2.035
H -2.287 -0.720 3.309
H -4.353 -5.399 4.346
H -2.673 -5.539 4.883
H -3.366 -6.790 4.079
H -3.988 -2.325 2.464
```

Results of the Mulliken charge analysis, in e, for atoms 1 through 99: 0.525, -0.665, 0.341, -0.258, -0.321, 0.495, 0.312, -0.158, 0.106, -0.394, 0.490, -0.313, -1.824, 1.848, -1.555, -0.538, -1.241, 1.610, 0.698, -0.339, -1.574, -1.929, -2.325, 0.356, 0.471, 0.323, 0.434, 0.334, 0.528, 0.171, 0.619, 0.029, -0.200, 0.595, 0.451, 0.410, 0.445, 0.371, 0.521, 0.558, 0.223, 0.338, -1.678, 1.656, -1.433, -0.603, -1.515, 1.634, 0.010, 1.291, -1.544, -2.218, -0.884, 0.210, -0.021, 0.487, 0.435, 0.473, 0.472, 0.293, 0.460, 0.404, 0.015, 0.353, 0.528, 0.328, 0.484, 0.480, -0.342, 0.283, 0.518, -0.378, -1.901, 2.181, -1.408, 0.110, -1.429, 1.627, -0.156, -0.112, -0.778, -1.848, -0.717, 0.212, 0.419, 0.484, 0.469, 0.407, 0.538, -0.464, 0.396, 0.481, -0.100, 0.678, -0.528, 0.367, 0.457, 0.324, -0.512

M of number 1 (C56H122N6O8)?
1007.626 g/mol